Density functional theory data (ωB97M-V/def2-TZVPD) for a cluster of 8 separate species, C30H35Br6N3O12 in total.

Each line ends with the Mulliken charge.
Positions of all 86 atoms, in Å:
O: -0.54356 -2.70091 -9.03871  -0.55
N: -0.80527 -2.28999 -7.87569  0.89
O: -1.19907 -1.14604 -7.70203  -0.58
C: -0.50450 -3.26037 -6.70940  0.07
C: -0.28438 -4.62597 -6.92484  -0.65
C: 0.24545 -5.37853 -5.84430  -0.43
C: 0.26311 -4.85463 -4.56819  -0.34
C: -0.19657 -3.59806 -4.32545  0.70
C: -0.45974 -2.74920 -5.39196  0.06
H: -0.14870 -5.03511 -7.91509  0.38
H: 0.50649 -6.41641 -5.98943  0.38
H: 0.58829 -5.52817 -3.78908  0.23
H: -0.22560 -3.19861 -3.32246  -0.27
H: -0.74652 -1.72924 -5.18261  0.09
O: -0.90436 -2.09994 5.09511  -0.57
N: -1.06757 -1.30440 4.15302  1.04
O: -0.13006 -0.57651 3.64719  -0.42
C: -2.40313 -1.25977 3.54742  -0.35
C: -2.54271 -0.52932 2.31516  0.28
C: -3.77969 -0.50477 1.67114  -0.38
C: -4.86573 -1.19048 2.22959  -0.53
C: -4.79238 -1.82745 3.48307  -0.60
C: -3.49785 -1.89469 4.14479  -0.42
H: -1.65954 -0.00488 1.98143  0.26
H: -3.84507 0.12298 0.79475  0.38
H: -5.71550 -1.14952 1.56430  0.39
H: -5.70713 -2.31668 3.78355  0.37
H: -3.42374 -2.41358 5.08906  0.50
O: -0.70467 2.45469 3.95468  -0.57
N: 0.37042 3.04736 3.73813  1.07
O: 0.65617 3.49336 2.63231  -0.52
C: 1.26443 3.24728 4.86207  0.00
C: 1.11280 2.60569 6.10896  -0.27
C: 1.95286 2.92400 7.16694  -0.61
C: 2.95390 3.89473 7.00016  -0.37
C: 2.98995 4.71090 5.87244  -0.57
C: 2.15887 4.31597 4.84061  -0.07
H: 0.42457 1.77368 6.08682  0.42
H: 1.79883 2.51680 8.15530  0.38
H: 3.53109 4.27023 7.83218  0.33
H: 3.60305 5.59462 5.77474  0.40
H: 2.21306 4.86532 3.91235  0.37
O: -2.60971 3.75916 -3.92956  -0.55
C: -1.91162 2.88453 -4.28519  0.72
O: -2.12638 1.61769 -4.34750  -0.36
C: -1.06886 0.89256 -4.88778  0.63
C: -0.00152 1.97761 -4.93035  -0.34
O: -0.69817 3.17580 -4.72401  -0.38
H: -0.78791 -0.00339 -4.33420  -0.24
H: -1.15203 0.53080 -5.91264  0.02
H: 0.54028 2.00527 -5.87575  0.38
H: 0.67512 1.91989 -4.07775  0.20
O: -1.23847 -1.90166 -1.06983  -0.62
C: -1.00495 -0.70564 -0.87572  0.61
O: -0.17003 -0.27801 0.03820  -0.13
C: -0.08590 1.13816 0.08781  0.31
C: -1.25320 1.53334 -0.80876  -0.05
O: -1.69935 0.33059 -1.42041  -0.30
H: -0.19655 1.62657 1.05597  -0.31
H: 0.75538 1.56558 -0.45776  0.33
H: -0.88673 2.06518 -1.68679  -0.18
H: -2.05410 2.16003 -0.41641  0.25
Br: 2.58238 -3.17674 2.56223  -0.15
C: 2.34849 -1.21995 2.24345  0.06
C: 3.49937 -0.64324 1.54070  -0.45
Br: 3.12662 1.31150 1.62186  -0.16
H: 2.20329 -0.75543 3.21876  0.39
H: 1.38599 -1.18156 1.73333  -0.46
H: 3.73600 -1.01971 0.54552  0.38
H: 4.39075 -0.78940 2.15075  0.47
Br: -0.03790 4.98232 -1.09758  -0.16
C: 1.88371 5.22627 -1.61427  -0.48
C: 2.83694 4.34474 -0.74910  -0.36
Br: 4.76359 4.73471 -0.95318  -0.15
H: 2.13855 6.24136 -1.30973  0.42
H: 2.03996 4.98803 -2.66639  0.37
H: 2.83199 3.26848 -0.92161  0.14
H: 2.48077 4.47917 0.27225  0.23
Br: -0.64226 -4.96235 3.47566  -0.19
C: 0.05288 -5.13648 1.59558  -0.94
C: -0.52239 -4.10502 0.64309  0.16
Br: 0.33044 -4.54132 -1.06177  -0.11
H: -0.12346 -6.18575 1.35887  0.48
H: 1.13702 -5.14704 1.70790  0.33
H: -0.34212 -3.08162 0.97213  -0.20
H: -1.60621 -4.17943 0.73197  0.43

Cartesian forces, eV/Å:
-0.56 0.16 2.83
0.93 -0.69 -2.47
0.22 -1.14 1.04
-0.43 0.52 0.58
2.00 0.45 0.31
-1.32 0.52 -0.95
0.07 -1.57 -0.17
0.44 1.57 -0.08
-0.91 -0.19 -1.00
-0.61 0.11 -0.18
0.16 0.02 -0.20
0.00 0.20 0.32
-0.11 0.01 0.03
0.06 -0.07 -0.29
-0.13 1.97 -1.78
2.34 -0.07 0.37
-2.98 -2.18 1.64
-0.94 0.77 -1.47
-0.26 -0.85 1.61
1.42 0.00 1.18
0.72 0.39 -0.02
1.98 0.42 -1.26
-1.61 0.38 -0.99
-0.15 0.01 -0.16
-0.35 -0.29 -0.27
-0.68 -0.34 0.63
0.32 -0.16 0.69
0.24 0.00 -0.04
1.77 0.71 -0.06
-2.05 -0.86 -0.54
0.32 -0.18 0.82
1.16 1.16 2.31
-0.06 -0.75 -1.51
0.40 0.51 -0.41
-0.82 1.43 0.52
-0.65 -1.67 -0.02
-0.08 0.50 -2.06
-0.30 0.05 0.66
0.08 -0.42 -0.14
0.18 -0.58 0.34
0.14 -0.16 0.06
-0.11 0.19 -0.13
-2.07 0.63 0.96
0.96 2.21 -0.46
-2.54 -3.02 0.50
1.88 -0.03 -1.08
1.50 -0.33 0.50
1.25 0.38 -0.91
-0.28 0.48 0.71
-1.24 0.19 -0.07
0.04 0.05 0.17
0.47 -0.36 -0.18
0.67 3.24 -0.14
-2.61 -2.62 -0.52
1.84 0.08 1.33
-1.11 1.53 -1.19
0.05 1.18 -1.89
0.02 -1.59 0.57
0.35 -0.81 0.32
0.69 -0.70 0.65
0.13 0.64 0.34
-0.20 -0.58 0.39
0.36 0.90 -0.01
-1.40 -1.14 0.63
1.06 0.45 0.35
0.37 -0.43 -0.45
0.16 -0.33 -0.08
0.34 0.18 -0.18
-0.48 0.41 -0.09
0.02 0.21 -0.09
1.23 -0.09 -0.37
1.11 -0.78 0.87
-1.02 -0.30 0.16
-0.87 0.29 0.08
-0.33 0.06 -0.63
-0.45 0.45 0.06
-0.42 0.19 -0.36
0.72 0.12 0.23
0.16 0.13 -0.99
0.56 -0.88 1.01
0.07 -0.62 1.51
-0.47 0.20 0.54
-0.76 0.27 -0.33
-0.23 0.67 -0.07
0.68 -0.11 -0.40
-0.07 -0.29 -1.11

Computed properties:
Frontier orbital gap ... 8.76 eV
SMILES ... O=[N+]([O-])c1ccccc1.O=[N+]([O-])c1ccccc1.O=[N+]([O-])c1ccccc1.O=C1OCCO1.O=C1OCCO1.BrCCBr.BrCCBr.BrCCBr